DFT (the ωB97M-V functional and the def2-TZVPD basis) results for a 2-piece molecular cluster, C4H12 overall.

Calculated values
* energy above the lowest of the compared OMol25 structures with the same formula, charge and spin: 47.2 kJ/mol
* multiplicity: 1
* SMILES: CC.CC
* HOMO-LUMO gap: 12.603 eV
* LUMO: 1.071 eV
* E_HOMO: -0.4238 Ha

Geometry (Å):
C  -2.00698  0.31266  -1.34930
C  1.27581  -0.68978  1.66463
C  -1.11984  -0.29236  -2.53284
C  1.80516  0.60265  2.26275
H  1.15418  -0.71018  0.56739
H  2.73991  0.93784  1.75896
H  -0.08553  -0.26927  -2.18466
H  0.25533  -0.90868  1.95781
H  -1.42874  1.19118  -1.08876
H  -1.34400  0.26347  -3.43082
H  1.98121  0.64688  3.34339
H  -1.40766  -1.34732  -2.64563
H  -1.98469  -0.34438  -0.49805
H  1.10003  1.44433  2.10976
H  2.00162  -1.50498  1.80743
H  -2.93583  0.66796  -1.74204

***

DFT (the ωB97M-V functional and the def2-TZVPD basis) results for a 2-piece molecular cluster, C5H4BrN overall.

Calculated values
* energy above the lowest of the compared OMol25 structures with the same formula, charge and spin: 220.0 kJ/mol
* multiplicity: 3
* expectation value of S²: 2.02
* HOMO-LUMO gap (spin up / spin down): 7.310 / 6.676 eV
* LUMO (spin up / spin down): 0.517 / -3.356 eV
* E_HOMO (spin up / spin down): -0.2496 / -0.3687 Ha

Geometry (Å):
Br  3.24386  0.50794  0.11227
N  -2.00268  -1.61174  -0.02375
C  -1.72293  -0.52479  0.27540
C  2.19937  -0.91344  -0.08803
C  -1.17826  0.75120  0.58263
C  1.56978  -1.94383  -0.02981
C  -0.78528  1.54301  -0.40406
H  -0.88599  1.31415  -1.46093
H  -1.13806  1.03194  1.63674
H  0.75877  -2.53670  -0.36331
H  -0.05857  2.38226  -0.23716

***

DFT (the ωB97M-V functional and the def2-TZVPD basis) results for a 5-piece molecular cluster, CH12N2O4 overall.

Calculated values
* energy above the lowest of the compared OMol25 structures with the same formula, charge and spin: 168.7 kJ/mol
* multiplicity: 1
* SMILES: [H]/N=C/N.O.O.O.O
* HOMO-LUMO gap: 10.135 eV
* LUMO: 0.480 eV
* E_HOMO: -0.3548 Ha

Geometry (Å):
O  -0.13549  -0.93722  2.95118
O  2.95828  -2.20943  2.23126
O  -1.63704  2.10301  -1.83784
O  -6.24860  0.81676  -2.67089
N  1.77471  -1.29234  -0.42509
N  2.00061  0.80207  0.40589
C  2.40739  -0.07328  -0.42003
H  2.30247  -1.58545  1.91061
H  -2.14490  1.89279  -1.03148
H  0.02052  -0.35572  2.18903
H  -6.04233  1.74387  -2.82202
H  -5.53143  0.18462  -2.86836
H  1.07767  -1.51723  0.26163
H  -0.80461  -0.57207  3.55097
H  1.74090  -1.72339  -1.33406
H  -1.12423  2.88016  -1.60509
H  3.02225  -0.02512  -1.33181
H  2.56422  1.62050  0.59308
H  3.79960  -1.75252  2.25303

***

Which value of multiplicity does entry 1 give? 1

***

multiplicity of number 1 (C4H12)? 1

***

Which of these has the highest energy above the lowest of the compared OMol25 structures with the same formula, charge and spin? C5H4BrN

***

What is the multiplicity in the first record? 1